Record 1
Here is a single C3H4N2O molecule at a distorted geometry from the Open Molecules 2025 dataset. Energies are from the ωB97M-V functional and the def2-TZVPD basis.

Geometry (Å):
O 0.99924 -1.46709 0.78555
C 0.20780 -0.64783 0.11397
C -0.83380 0.17998 0.57131
C -0.60020 1.26863 -0.25652
N 0.40804 1.02710 -1.09065
N 0.53275 -0.37906 -1.15740
H 0.70760 -1.38571 1.70160
H -1.68796 -0.05788 1.17824
H -1.11104 2.22785 -0.27965
H 1.37758 -0.76600 -1.56645

## Properties
HOMO-LUMO gap   8.558 eV
HOMO energy   -7.94 eV
ΔE to the lowest compared entry with this formula, charge and spin   3.106 eV



Record 2
Here is a gas-phase ion, C5H4BO5 (charge -1) at a distorted geometry from the Open Molecules 2025 dataset. Energies are from the ωB97M-V functional and the def2-TZVPD basis.

Geometry (Å):
O 1.25060 2.64349 -0.13402
C 1.24378 2.10673 0.98254
O 1.66727 2.49546 2.03267
C 0.54991 0.67031 1.05009
C 0.24290 -0.23745 2.04720
C -0.35906 -1.37261 1.49843
O -0.44391 -1.37377 0.13484
C -0.01578 -0.25947 -0.46819
B -0.36832 0.38864 -1.80138
O 0.05801 1.59812 -2.22701
O -1.19701 -0.33582 -2.75634
H 0.16069 -0.16492 3.10128
H -0.37867 -2.31565 2.09515
H 0.66024 2.03710 -1.51698
H -1.33915 0.14064 -3.57172

## Properties
HOMO-LUMO gap   7.640 eV
Net charge   -1
HOMO energy   -4.30 eV



Record 3
Here is a molecular structure, C5H7N3OS at a distorted geometry from the Open Molecules 2025 dataset. Energies are from the ωB97M-V functional and the def2-TZVPD basis.

Geometry (Å):
C -2.49451 -1.86371 0.39717
C -1.61512 0.00200 0.37433
C 1.53842 0.13123 0.20382
C 1.21130 1.39983 0.18411
C 2.89406 -0.31012 -0.20392
N -1.72122 -1.07781 1.11912
N -2.93413 -1.34122 -0.71357
N -2.43067 -0.09980 -0.68932
O -0.90913 2.84780 -0.32859
S -0.50000 2.03094 0.74263
H -2.80953 -2.88828 0.76647
H 0.80784 -0.53903 0.70494
H 1.73138 2.20631 -0.34802
H 3.64027 -0.17776 0.54937
H 2.83804 -1.34186 -0.58679
H 3.28737 0.32737 -0.91725
H -2.53438 0.69410 -1.25449

## Properties
HOMO-LUMO gap   9.083 eV
HOMO energy   -9.52 eV
ΔE to the lowest compared entry with this formula, charge and spin   4.228 eV



Record 4
Here is a single CN6 molecule at a distorted geometry from the Open Molecules 2025 dataset. Energies are from the ωB97M-V functional and the def2-TZVPD basis.

Geometry (Å):
C -0.14558 -0.19723 -0.73484
N -2.33316 0.09247 -1.59211
N 1.72043 -0.24251 0.62654
N 1.05532 -0.44059 -0.54304
N -0.01052 0.60481 1.89506
N 0.99078 0.22368 1.51287
N -1.27726 -0.04063 -1.16448

## Properties
HOMO-LUMO gap   7.277 eV
HOMO energy   -8.79 eV
ΔE to the lowest compared entry with this formula, charge and spin   4.338 eV



Record 5
Here is 9 unconnected molecules or ions with the total composition C6H26O9 at a distorted geometry from the Open Molecules 2025 dataset. Energies are from the ωB97M-V functional and the def2-TZVPD basis.

Geometry (Å):
C 0.45118 -3.34215 1.79002
C 0.96090 -2.49139 0.89497
C 2.16388 -1.64629 1.22337
C 0.35333 -2.40524 -0.43494
C -0.11329 -1.32442 -1.05242
C -0.93624 -1.38901 -2.31296
O -1.79676 -0.29875 -2.59271
H 0.78876 -3.24306 2.81613
H -0.34819 -4.01390 1.55551
H 2.59369 -1.92165 2.18539
H 1.93605 -0.57675 1.22267
H 2.93916 -1.77397 0.46297
H 0.08735 -3.33868 -0.93603
H 0.05554 -0.33090 -0.66465
H -1.63793 -2.22720 -2.32089
H -0.21222 -1.57599 -3.12253
H -1.78979 0.38378 -1.89407
O -2.18495 1.31806 -0.40402
H -2.36243 2.24576 -0.28010
H -2.87526 0.70604 -0.17442
O 2.04654 1.46250 2.55154
H 2.44414 1.31274 3.40752
H 1.44941 2.20803 2.51006
O -2.84449 -1.86700 1.99317
H -3.17219 -1.41529 1.21837
H -2.74325 -1.30052 2.76115
O 0.62815 1.96086 -3.92403
H 0.07431 1.22683 -4.23167
H 0.89485 1.54209 -3.08567
O 1.87856 2.40453 -1.36402
H 2.10267 3.32978 -1.24941
H 2.50073 1.88340 -0.84604
O -0.91933 3.12868 -2.07855
H -0.40004 3.65411 -1.47221
H -0.56297 3.12327 -2.97559
O -0.70181 -0.22590 3.05670
H -0.81018 -1.02756 2.53472
H 0.13505 0.06300 2.65520
O -0.01550 2.14068 1.21457
H 0.40308 2.33190 0.36086
H -0.46052 1.30958 1.00205

## Properties
HOMO-LUMO gap   8.890 eV
HOMO energy   -8.79 eV
ΔE to the lowest compared entry with this formula, charge and spin   4.023 eV



What is the HOMO energy in the first record?
-7.94 eV



What is the formula in the third record?
C5H7N3OS



Which value of HOMO-LUMO gap does entry 5 give?
8.890 eV